[1]
The following is a DFT calculation (ωB97M-V/def2-TZVPD) of 2 unconnected molecules or ions with the total composition C5H10O2.

```
17
Properties=species:S:1:pos:R:3:forces:R:3
C 2.8929 -1.9066 0.4387 -2.682 1.695 3.120
C 1.9042 -1.0268 0.8026 2.542 -3.333 3.125
C -1.6404 0.7236 -1.5854 0.573 1.797 1.238
C -0.9375 1.6382 0.7459 0.149 -1.126 0.469
C -1.2703 0.4570 -0.1734 0.289 4.409 -0.008
O -1.3574 -1.7240 -0.4122 -0.354 -0.947 -0.434
O -1.1451 -0.6224 0.3511 0.360 -2.338 1.116
H 3.1072 -1.9454 -0.5508 1.033 -0.150 -2.876
H 3.4085 -2.6192 1.1024 -0.598 0.569 -0.201
H 1.4273 -0.3229 0.2533 -0.975 1.650 -2.558
H -0.9872 1.6055 -1.8582 -0.803 -1.094 -0.292
H -1.5059 -0.1753 -2.0835 0.639 -1.478 -1.472
H -2.6922 0.9892 -1.7109 0.028 0.189 0.303
H -1.2367 1.3632 1.7937 0.710 0.430 -0.940
H -1.5401 2.4256 0.4028 -1.189 1.234 -0.204
H 0.0817 2.0920 0.6462 -0.501 -1.063 0.223
H 1.4911 -0.9516 1.8377 0.779 -0.445 -0.609
```
Positions in Å, forces in eV/Å.

Results
HOMO level ... -8.9 eV

Mulliken population analysis, charges in e, atoms 1 to 2: atom 1 (C): -0.52, atom 2 (C): -0.22

[2]
The following is a DFT calculation (ωB97M-V/def2-TZVPD) of a single C5H10O2 molecule.

```
17
Properties=species:S:1:pos:R:3:forces:R:3
C -1.6168 0.5822 -1.3775 -0.174 0.208 -0.255
O -0.6870 -0.4752 -1.3779 -0.050 -0.193 -1.154
C 0.6491 -0.0844 -1.0768 -0.075 -0.274 -0.158
C 0.6339 0.4582 0.3285 -0.918 -0.308 -0.001
C -0.4368 -0.4858 1.0648 0.052 0.444 0.357
C 0.8931 -0.2669 1.6098 -0.011 0.269 0.421
O 1.7504 -1.3535 1.6877 0.396 -0.065 -0.019
H -1.3455 1.4189 -0.7178 0.048 -0.269 -0.122
H -2.5890 0.2053 -1.0343 0.230 -0.025 -0.181
H -1.7099 0.9602 -2.3985 -0.186 0.177 -0.013
H 1.2372 -1.0008 -1.1812 -0.002 0.118 0.031
H 0.9880 0.6411 -1.8333 0.102 -0.042 0.338
H 0.6856 1.5577 0.4015 -0.642 -0.675 0.199
H -1.3567 -0.0812 1.4697 0.291 0.151 0.363
H -0.5841 -1.4864 0.6322 0.269 0.847 -0.167
H 0.8923 0.4352 2.4393 0.531 -0.082 0.223
H 2.5961 -1.0248 1.3639 0.138 -0.281 0.136
```
Positions in Å, forces in eV/Å.

Results
HOMO level ... -9.2 eV
Structure (SMILES) ... COC[C@H]1C[C@H]1O

Mulliken population analysis, charges in e, atoms 1 to 2: atom 1 (C): -0.71, atom 2 (O): -0.39

[3]
The following is a DFT calculation (ωB97M-V/def2-TZVPD) of a molecular structure, C5H10O2.

```
17
Properties=species:S:1:pos:R:3:forces:R:3
C 1.3813 1.9741 0.3220 0.193 0.154 0.084
O 0.3777 1.1588 -0.2259 0.080 0.003 -0.025
C -0.2092 -1.5945 -0.9808 -0.083 -0.090 -0.012
C 0.2877 -1.8192 0.4208 0.219 0.193 0.155
O -0.6235 -2.9638 0.5144 -0.065 -0.099 0.045
C -1.0026 -2.6463 -0.7745 -0.132 -0.026 -0.264
C -0.9233 1.5829 0.1000 -0.263 0.053 0.061
H 1.3740 1.9227 1.4219 0.003 0.031 -0.134
H 2.3422 1.6027 -0.0451 -0.156 0.072 0.068
H 1.2688 3.0268 0.0240 -0.001 -0.119 -0.002
H -0.0088 -0.8674 -1.7499 -0.063 -0.157 0.083
H 0.0174 -1.0611 1.1587 0.078 -0.111 -0.070
H 1.3229 -2.1485 0.5422 -0.116 0.063 0.007
H -1.7650 -3.2237 -1.2842 0.099 0.060 0.035
H -1.2593 2.3988 -0.5560 0.084 -0.068 0.073
H -1.5909 0.7254 -0.0278 0.084 0.140 -0.020
H -0.9893 1.9325 1.1404 0.038 -0.099 -0.084
```
Positions in Å, forces in eV/Å.

Results
HOMO level ... -8.7 eV

Mulliken population analysis, charges in e, atoms 1 to 2: atom 1 (C): -0.71, atom 2 (O): -0.26

[4]
The following is a DFT calculation (ωB97M-V/def2-TZVPD) of a single C5H10O2 molecule.

```
17
Properties=species:S:1:pos:R:3:forces:R:3
C 1.9981 1.1465 -0.5667 0.292 0.068 -0.035
O 0.6285 0.9244 -0.3174 -0.071 0.080 -0.019
C 0.2418 -0.4107 -0.4866 -0.021 -0.145 -0.050
C 0.4281 -1.2788 0.7673 0.355 -0.083 0.063
O -0.9867 -1.3745 0.9692 -0.123 -0.052 0.084
C -1.2618 -0.6229 -0.2307 -0.204 0.179 -0.238
C -2.1069 0.6066 0.0177 -0.028 0.011 0.007
H 2.6104 0.2584 -0.3571 -0.118 0.106 0.028
H 2.1610 1.4421 -1.6116 -0.006 -0.080 0.093
H 2.3347 1.9548 0.0868 -0.043 -0.058 -0.111
H 0.6300 -0.8194 -1.4309 -0.086 0.061 0.164
H 0.9264 -0.7398 1.5815 -0.047 -0.087 -0.048
H 0.8937 -2.2624 0.6339 -0.075 0.102 -0.039
H -1.7369 -1.2701 -0.9827 0.098 0.088 0.128
H -2.2906 1.1366 -0.9235 0.031 -0.074 0.127
H -3.0708 0.3064 0.4400 0.115 0.018 -0.057
H -1.6112 1.2918 0.7098 -0.070 -0.132 -0.097
```
Positions in Å, forces in eV/Å.

Results
HOMO level ... -9.7 eV
Structure (SMILES) ... CO[C@H]1CO[C@H]1C

Mulliken population analysis, charges in e, atoms 1 to 2: atom 1 (C): -0.80, atom 2 (O): -0.36

[5]
The following is a DFT calculation (ωB97M-V/def2-TZVPD) of 2 unconnected molecules or ions with the total composition C5H10O2.

```
17
Properties=species:S:1:pos:R:3:forces:R:3
C 2.2806 0.7791 0.0194 0.970 -0.760 0.210
C 1.1090 1.2313 0.1910 -5.797 -1.271 -0.727
C -0.4871 -0.8428 1.2889 -1.994 1.547 -1.889
C -0.1083 -0.9221 -1.1839 -0.469 0.189 1.186
C -0.4703 -0.0837 -0.0117 3.812 1.515 1.380
O -2.8258 0.7929 0.0279 2.076 -1.474 1.514
O -1.3093 0.9798 -0.1634 -1.251 1.038 0.072
H 3.1772 1.2827 0.0495 1.764 1.717 0.082
H 2.4477 -0.2454 -0.0459 0.042 -1.943 -0.373
H 0.5869 2.1774 0.2651 0.606 0.123 0.189
H -1.5107 -1.0085 1.5252 -0.840 -0.572 0.562
H 0.0699 -1.6914 1.1778 1.125 -2.484 -0.200
H -0.0282 -0.2580 1.9835 0.908 1.551 2.378
H -0.8593 -1.6412 -1.3875 -0.981 -0.566 -0.699
H 0.7811 -1.4739 -1.0172 0.924 -0.573 0.642
H 0.1530 -0.2564 -1.9228 -0.031 1.144 -2.439
H -3.0064 1.1802 -0.7958 -0.864 0.819 -1.887
```
Positions in Å, forces in eV/Å.

Results
HOMO level ... -8.9 eV

Mulliken population analysis, charges in e, atoms 1 to 2: atom 1 (C): -0.59, atom 2 (C): -0.32

[6]
The following is a DFT calculation (ωB97M-V/def2-TZVPD) of 2 unconnected molecules or ions with the total composition C5H10O2.

```
17
Properties=species:S:1:pos:R:3:forces:R:3
C 0.2701 2.0877 2.6731 0.827 -0.637 -0.656
C -0.8902 1.6805 2.1537 -0.542 0.453 -2.089
C -0.9908 0.4059 1.4182 -0.087 -0.446 -1.865
C -1.0508 0.2477 0.0521 1.883 2.332 2.703
O -0.7117 1.3738 -0.7652 -1.344 -2.500 -0.343
C -1.2467 -1.0494 -0.6190 -1.270 0.174 -0.619
H 0.4434 2.8829 3.3241 -0.559 1.764 0.776
H 1.2983 1.6711 2.4692 -1.600 -0.652 0.062
H -1.9053 2.1766 1.9209 1.739 0.187 1.771
H -1.1402 -0.3731 2.1513 -0.138 -0.798 -0.593
H -0.2616 2.0479 -0.2757 0.268 0.402 0.893
H -2.2462 -0.9279 -1.2477 2.032 -1.074 1.288
H -1.1441 -1.8268 0.1748 -1.167 0.439 -0.633
H -0.3959 -1.3040 -1.2403 -0.039 0.352 -0.693
H 2.7375 -2.4834 -3.8631 1.547 -1.308 -0.196
H 3.7030 -3.5228 -4.5587 0.118 -0.953 -2.282
O 3.5311 -3.0867 -3.7678 -1.667 2.265 2.478
```
Positions in Å, forces in eV/Å.

Results
HOMO level ... -8.6 eV
Structure (SMILES) ... C=C/C=C(/C)O.O

Mulliken population analysis, charges in e, atoms 1 to 2: atom 1 (C): -0.51, atom 2 (C): -0.56

[7]
The following is a DFT calculation (ωB97M-V/def2-TZVPD) of 2 unconnected molecules or ions with the total composition C5H10O2.

```
17
Properties=species:S:1:pos:R:3:forces:R:3
O 2.6559 -0.2233 1.1801 0.468 -0.162 0.017
C 1.7635 -0.4385 0.1030 -0.235 -0.042 -0.386
C 0.3882 -0.0349 0.5164 0.707 0.741 0.579
C -0.2609 1.0250 0.0156 0.182 -2.705 -1.473
C -1.6391 1.3274 0.3651 1.091 3.779 1.728
O -2.3086 -0.9118 -1.0403 0.689 -0.134 0.068
C -1.1682 -1.3256 -1.0566 -0.955 -0.905 -0.868
H 3.5053 -0.6136 0.9348 -0.138 0.119 0.180
H 2.0718 0.1239 -0.7945 -0.077 -0.024 0.193
H 1.7492 -1.5067 -0.1794 0.038 0.146 0.080
H 0.0036 -0.5276 1.4153 -0.114 -0.084 -0.438
H -1.1609 2.3270 0.7760 -2.137 -0.534 -0.053
H 0.1559 1.5827 -0.8292 0.025 -0.122 0.290
H -2.3577 1.6095 -0.4036 0.331 -0.298 -0.057
H -2.0770 0.8441 1.2347 0.124 -0.378 -0.318
H -0.4731 -1.1052 -1.8969 -0.084 0.200 0.358
H -0.8516 -2.1625 -0.3980 0.085 0.402 0.100
```
Positions in Å, forces in eV/Å.

Results
HOMO level ... -9.2 eV
Structure (SMILES) ... C/C=C/CO.C=O

Mulliken population analysis, charges in e, atoms 1 to 2: atom 1 (O): -0.51, atom 2 (C): -0.39

[8]
The following is a DFT calculation (ωB97M-V/def2-TZVPD) of 2 unconnected molecules or ions with the total composition C5H10O2.

```
17
Properties=species:S:1:pos:R:3:forces:R:3
C -2.2277 1.3939 2.5429 0.372 -0.711 -0.201
C -0.8626 0.8924 2.1406 0.148 -1.316 -1.839
C -0.5049 0.1736 1.0088 -3.626 3.167 2.054
C 0.6573 0.4094 0.2933 6.482 -2.839 -3.442
C 0.8511 -0.2989 -0.9005 -0.759 -1.737 2.108
O 2.0730 -1.0138 -1.2029 -1.323 -0.029 -0.395
H -2.5406 2.0235 1.7303 -0.603 -0.113 -0.852
H -2.9504 0.5562 2.6893 0.283 1.002 0.303
H -2.1424 2.1795 3.3032 -0.168 -0.971 0.649
H -0.0450 1.2134 2.7236 0.931 0.805 0.509
H -1.2944 -0.2776 0.4005 -0.044 0.053 0.211
H 1.7618 0.7072 0.6219 -2.791 -0.254 0.279
H -0.0008 -0.8171 -1.4083 0.503 0.810 0.387
H 1.7792 -1.9785 -1.2668 0.589 2.036 0.138
H 2.3359 -1.5516 -3.6011 -0.754 -0.666 -2.353
H 1.0565 -1.7406 -4.5368 1.951 -0.203 0.017
O 2.0543 -1.8711 -4.5379 -1.191 0.965 2.427
```
Positions in Å, forces in eV/Å.

Results
HOMO level ... -7.8 eV
Structure (SMILES) ... C/C=C/C=C/O.O

Mulliken population analysis, charges in e, atoms 1 to 2: atom 1 (C): -0.98, atom 2 (C): -0.25

[9]
The following is a DFT calculation (ωB97M-V/def2-TZVPD) of 2 unconnected molecules or ions with the total composition C5H10O2.

```
17
Properties=species:S:1:pos:R:3:forces:R:3
C -1.8580 0.1289 -0.2498 0.263 0.233 0.090
C -1.1724 0.6740 0.9756 0.227 -0.063 0.177
C 1.4288 -1.1034 0.6096 -0.340 -0.210 -0.204
O 1.2699 -1.8778 -0.3135 0.199 0.411 0.343
C 1.3768 0.4079 0.4918 -0.112 -0.176 0.149
C 0.1251 0.8757 1.2396 -0.164 -0.076 -0.232
O 0.5938 -0.1944 -2.4408 -0.082 -0.079 -0.269
H -2.3873 0.9774 -0.7087 0.027 -0.250 0.005
H -2.6147 -0.6292 -0.0066 0.278 0.135 -0.007
H -1.1414 -0.2442 -0.9850 -0.234 -0.004 0.271
H -1.8441 0.9963 1.7723 0.001 0.156 -0.235
H 1.5432 -1.5185 1.6321 0.061 0.168 -0.104
H 0.8890 -0.9033 -1.8428 0.000 -0.083 -0.062
H 2.2263 0.8183 1.0510 -0.003 -0.114 -0.245
H 1.4553 0.6867 -0.5655 -0.240 0.101 0.352
H 0.3450 1.4231 2.1499 -0.040 -0.191 0.107
H -0.2352 -0.5177 -2.8093 0.160 0.043 -0.136
```
Positions in Å, forces in eV/Å.

Results
HOMO level ... -9.6 eV
Structure (SMILES) ... C/C=C\CC=O.O

Mulliken population analysis, charges in e, atoms 1 to 2: atom 1 (C): -0.57, atom 2 (C): -0.16

[10]
The following is a DFT calculation (ωB97M-V/def2-TZVPD) of a molecular structure, C5H10O2.

```
17
Properties=species:S:1:pos:R:3:forces:R:3
C -2.1049 -0.5607 0.4809 0.004 -0.033 0.010
C -1.1361 0.2005 -0.4242 -0.011 -0.248 -0.163
O -1.1625 1.5868 -0.1405 0.202 0.097 0.129
C 0.2693 -0.3831 -0.3466 -0.257 0.009 -0.211
C 1.5103 0.4342 -0.7411 -0.036 0.129 -0.077
C 2.0852 -0.1715 0.5390 0.366 -0.037 0.057
O 0.7608 -0.4749 1.0080 -0.107 -0.132 0.202
H -3.1091 -0.1338 0.3934 0.204 -0.033 0.014
H -2.1579 -1.6198 0.2108 0.046 0.086 -0.014
H -1.7805 -0.4975 1.5248 -0.036 0.027 -0.149
H -1.4617 0.1114 -1.4664 0.000 0.017 0.054
H -0.6257 1.7182 0.6504 -0.115 0.058 0.107
H 0.2715 -1.3780 -0.8227 -0.023 0.100 0.139
H 1.9960 0.2308 -1.7008 -0.108 0.039 0.250
H 1.3212 1.5004 -0.6068 0.026 -0.065 -0.212
H 2.6531 0.4424 1.2474 -0.174 0.008 -0.204
H 2.6409 -1.0943 0.3407 0.019 -0.021 0.069
```
Positions in Å, forces in eV/Å.

Results
HOMO level ... -9.9 eV

Mulliken population analysis, charges in e, atoms 1 to 2: atom 1 (C): -1.28, atom 2 (C): 0.13

[11]
The following is a DFT calculation (ωB97M-V/def2-TZVPD) of a single C5H10O2 molecule.

```
17
Properties=species:S:1:pos:R:3:forces:R:3
O -2.6322 -0.5882 -0.9487 -0.041 -0.347 -0.020
C -1.9091 0.2777 -0.1079 0.235 0.219 0.042
C -0.4156 0.0989 -0.2381 -0.224 0.270 -0.292
C 0.4535 1.1287 0.4501 -0.141 -0.125 -0.008
C 1.7935 0.3888 0.3435 -0.079 -0.860 -0.516
C 1.2989 -1.1233 -0.4061 0.948 0.393 0.933
O 0.0265 -1.1820 0.2265 0.171 0.072 -0.008
H -2.2850 -1.4715 -0.7684 -0.151 0.016 -0.117
H -2.2069 0.1472 0.9499 0.221 -0.026 -0.232
H -2.1733 1.3061 -0.3805 0.054 -0.182 -0.058
H 0.0883 0.0884 -1.2406 -2.097 0.786 -0.191
H 0.1158 1.3295 1.4739 0.233 -0.104 -0.088
H 0.4005 2.0679 -0.1169 0.212 -0.203 0.145
H 2.0801 0.0223 1.3374 -0.011 -0.094 -0.336
H 2.6011 1.0822 0.0319 -0.296 -0.944 -0.519
H 2.0225 -1.8539 -0.0790 -0.118 -0.416 0.684
H 1.0453 -1.4591 -1.4619 1.085 1.547 0.582
```
Positions in Å, forces in eV/Å.

Results
HOMO level ... -10.1 eV
Structure (SMILES) ... OC[C@H]1CCCO1

Mulliken population analysis, charges in e, atoms 1 to 2: atom 1 (O): -0.53, atom 2 (C): -0.61

[12]
The following is a DFT calculation (ωB97M-V/def2-TZVPD) of 2 unconnected molecules or ions with the total composition C5H10O2.

```
17
Properties=species:S:1:pos:R:3:forces:R:3
C -1.8275 -0.3847 0.0071 0.018 -0.125 0.122
C -0.9968 0.7199 0.6176 -0.058 0.427 -0.119
C 1.0868 -1.2208 0.5717 0.122 -0.301 -0.382
O 0.8469 -1.8091 -0.4622 0.315 0.034 0.507
C 1.5302 0.2102 0.5961 0.024 -0.061 -0.033
C 0.2957 1.0711 0.6066 -0.228 0.007 0.557
O 0.5146 0.5695 -2.0917 -0.120 -0.155 -0.444
H -2.3972 0.0999 -0.8025 0.066 -0.207 0.167
H -2.5739 -0.7647 0.7110 0.095 0.050 -0.007
H -1.2959 -1.2319 -0.4229 -0.050 0.193 0.127
H -1.6328 1.4958 1.0228 -0.212 0.345 -0.352
H 0.9123 -1.7124 1.5491 0.030 -0.006 -0.120
H 0.5997 -0.3182 -1.7047 0.015 0.080 -0.246
H 2.0333 0.4400 1.5436 0.039 -0.201 -0.099
H 2.2308 0.4124 -0.2180 -0.243 0.071 -0.029
H 0.5065 2.1235 0.7874 -0.023 -0.172 0.453
H -0.3741 0.8476 -1.8431 0.207 0.019 -0.102
```
Positions in Å, forces in eV/Å.

Results
HOMO level ... -9.3 eV
Structure (SMILES) ... C/C=C\CC=O.O

Mulliken population analysis, charges in e, atoms 1 to 2: atom 1 (C): -1.28, atom 2 (C): -0.16

[13]
The following is a DFT calculation (ωB97M-V/def2-TZVPD) of 2 unconnected molecules or ions with the total composition C5H10O2.

```
17
Properties=species:S:1:pos:R:3:forces:R:3
O -2.0384 0.5529 -0.9370 -0.155 -0.062 -0.253
C -0.7004 1.0050 -1.0011 0.378 0.150 -0.005
C -0.2510 1.2812 0.4284 -0.014 -0.061 0.089
C -0.1313 -2.2203 0.1036 0.132 0.014 0.069
C 0.9288 -2.0318 0.8831 -0.121 -0.038 -0.090
O 1.9753 1.0559 1.3158 -0.330 0.290 -0.341
C 1.2288 1.5537 0.5065 0.180 -0.093 0.229
H -2.3077 0.2866 -1.8245 -0.035 0.047 0.173
H -0.0448 0.2444 -1.4523 -0.132 0.078 0.082
H -0.6188 1.9232 -1.6052 -0.022 -0.164 0.086
H -0.4925 0.4309 1.0705 0.038 0.121 -0.072
H -1.0163 -1.5874 0.1560 0.159 -0.129 0.034
H -0.1541 -3.0185 -0.6348 0.015 0.079 0.111
H 1.8080 -2.6676 0.8094 -0.143 0.055 -0.014
H 0.9821 -1.2320 1.6178 -0.039 -0.143 -0.128
H 1.6238 2.2676 -0.2505 -0.003 -0.069 0.081
H -0.7913 2.1563 0.8143 0.090 -0.073 -0.052
```
Positions in Å, forces in eV/Å.

Results
HOMO level ... -9.9 eV
Structure (SMILES) ... O=CCCO.C=C

Mulliken population analysis, charges in e, atoms 1 to 2: atom 1 (O): -0.53, atom 2 (C): -0.66

[14]
The following is a DFT calculation (ωB97M-V/def2-TZVPD) of 2 unconnected molecules or ions with the total composition C5H10O2.

```
17
Properties=species:S:1:pos:R:3:forces:R:3
C 2.0399 1.3456 -0.4423 0.002 0.041 -0.001
C 0.6285 -1.5647 0.1514 0.046 -0.076 0.123
C 0.2736 -1.2504 1.3899 0.114 -0.174 -0.029
O -0.8562 -0.4546 1.3698 0.011 0.022 0.030
C -1.3714 -0.6472 0.0590 -0.352 0.075 -0.143
C -2.0591 0.5891 -0.4574 0.025 0.025 0.014
O -0.2549 -1.0048 -0.7502 -0.005 0.007 0.010
H 1.7468 0.6916 -1.2670 0.063 0.117 0.124
H 3.1229 1.4921 -0.4466 -0.159 0.022 -0.022
H 1.5335 2.3080 -0.5501 0.119 -0.097 -0.004
H 1.4857 -2.0813 -0.2499 -0.115 0.003 0.113
H 1.7400 0.8839 0.5002 0.047 0.093 -0.139
H 0.7173 -1.4665 2.3482 0.005 0.044 -0.129
H -2.0528 -1.5169 0.0955 0.068 0.063 -0.028
H -1.3495 1.4203 -0.4955 -0.092 -0.121 0.012
H -2.4551 0.4047 -1.4613 0.083 0.008 0.180
H -2.8891 0.8512 0.2063 0.141 -0.053 -0.110
```
Positions in Å, forces in eV/Å.

Results
HOMO level ... -8.3 eV
Structure (SMILES) ... CC1OC=CO1.C

Mulliken population analysis, charges in e, atoms 1 to 2: atom 1 (C): -0.86, atom 2 (C): -0.32